ORCA calculation (ωB97M-V with the def2-TZVPD basis set) on a molecular structure, C10H3Cl5N5O3Pt in a non-equilibrium geometry.

Summary:
Spin multiplicity: 1
HOMO (spin up / spin down) in eV: -4.4327 / -4.3898
Total charge: -1
Relative energy (zero: lowest compared OMol25 entry of this formula, charge and spin) in kcal/mol: 812.49

```
27
Properties=species:S:1:pos:R:3:lowdin_charge:R:1
Pt -0.75194 1.27662 0.23398 1.08
N -1.34836 0.42174 2.03062 -0.24
N -2.33259 0.27789 1.25614 -0.22
C -0.56756 -0.90473 -1.33519 -0.42
O -0.92749 -0.73743 -2.46172 0.12
O 1.04753 -0.42739 0.24489 -0.39
H -0.47994 -0.76936 1.21037 -0.01
H -1.28964 -1.02237 0.28684 -0.03
H -2.37663 -0.63188 0.73340 0.02
Cl 4.73442 0.00627 -0.06626 0.58
C 3.16042 -0.70932 0.06676 -0.70
C 2.17347 0.15024 0.46295 -0.19
C 0.02214 -2.52600 0.30207 -0.34
Cl -0.10609 -1.07565 0.05495 0.67
C 0.69291 -3.63157 0.38421 -0.74
Cl -0.00198 -5.17111 0.73423 0.65
C 2.15716 -3.42508 -0.10034 -0.62
Cl 2.88515 -4.98545 -0.44775 0.56
C 3.03272 -2.28161 -0.28063 -0.56
Cl 4.52250 -2.76450 -1.05938 0.57
O -0.13763 2.84329 -1.00073 -0.23
N -0.98761 3.20914 -0.00261 -0.22
C -2.00114 4.03530 -0.18166 -0.30
C -2.14842 4.83700 -1.34881 -0.17
N -2.29216 5.49014 -2.28561 0.17
C -2.94071 4.17963 0.87727 -0.18
N -3.73852 4.33620 1.69202 0.17
```